[1]
# C21H17AuN7O4S2

A structure of composition C21H17AuN7O4S2 (ωB97M-V/def2-TZVPD, OMol25).

Geometry (Å):
Au  -1.236  1.450  1.058
O  -3.112  -3.968  1.278
C  -3.996  -3.294  0.533
C  -5.058  -4.014  -0.020
C  -5.986  -3.394  -0.833
C  -5.879  -2.037  -1.113
C  -4.848  -1.311  -0.548
C  -3.901  -1.909  0.283
C  -2.842  -1.037  0.869
O  -2.944  0.215  0.685
N  -1.885  -1.673  1.537
N  -0.903  -0.845  1.983
C  0.020  -1.270  2.724
S  0.131  -2.927  3.393
C  1.844  -2.722  3.966
C  2.011  -1.293  4.437
S  1.372  -0.214  3.121
H  -2.424  -3.296  1.558
H  -5.125  -5.071  0.203
H  -6.800  -3.975  -1.250
H  -6.596  -1.553  -1.765
H  -4.749  -0.250  -0.732
H  2.518  -2.942  3.139
H  2.006  -3.440  4.771
H  3.057  -1.032  4.595
H  1.445  -1.107  5.349
O  3.286  5.060  -3.031
C  3.245  3.946  -3.886
N  2.584  2.912  -3.134
C  2.261  1.729  -3.701
O  2.534  1.476  -4.865
C  1.573  0.745  -2.810
C  1.694  -0.611  -3.095
C  1.074  -1.531  -2.270
C  0.341  -1.062  -1.187
N  0.191  0.233  -0.932
C  0.788  1.114  -1.724
H  3.859  5.730  -3.408
H  4.249  3.617  -4.178
H  2.674  4.147  -4.800
H  2.451  3.099  -2.153
H  2.277  -0.913  -3.955
H  1.159  -2.593  -2.453
H  -0.156  -1.742  -0.503
H  0.614  2.155  -1.466
N  0.139  2.838  1.281
C  1.185  3.181  1.648
C  2.429  3.623  2.052
C  3.579  2.866  1.733
N  4.526  2.258  1.471
C  2.585  4.824  2.778
N  2.737  5.806  3.367

**HOMO energy**: -0.1914 Eh
**Charge**: -1
**Orbital gap**: 7.523 eV

Here are the Mulliken charges for atoms 1 to 6, given in e:
1 Au 0.559
2 O -0.694
3 C 0.192
4 C -0.687
5 C -0.286
6 C -0.700


[2]
# C18H23F9N7O2Pt

A structure of composition C18H23F9N7O2Pt in a non-equilibrium geometry (ωB97M-V/def2-TZVPD, OMol25).

Geometry (Å):
Pt  -0.035  -0.375  0.043
N  -1.828  -1.499  0.448
C  -3.189  -0.943  0.407
C  -3.444  -0.026  1.588
C  -2.568  1.208  1.548
N  -1.131  0.866  1.596
H  -1.695  -2.226  -0.251
H  -1.652  -1.954  1.340
H  -3.924  -1.747  0.413
H  -3.302  -0.393  -0.529
H  -3.272  -0.568  2.526
H  -4.489  0.287  1.575
H  -2.819  1.854  2.388
H  -2.756  1.760  0.626
H  -0.895  0.392  2.460
H  -0.570  1.712  1.551
C  2.919  5.410  0.428
N  2.391  4.066  0.604
C  2.869  3.116  1.585
C  1.927  1.937  1.344
O  1.919  0.911  1.996
N  1.073  2.248  0.296
C  1.401  3.489  -0.088
N  0.749  4.128  -1.063
H  3.462  5.690  1.325
H  2.106  6.126  0.292
H  3.600  5.471  -0.423
H  2.779  3.492  2.604
H  3.907  2.829  1.411
H  0.047  3.623  -1.570
H  1.082  5.000  -1.431
N  3.913  -1.020  -1.159
C  2.800  -1.134  -0.420
N  1.851  -0.334  -0.853
C  2.366  0.343  -1.962
C  1.777  1.268  -2.817
C  2.550  1.762  -3.847
C  3.879  1.342  -4.031
C  4.459  0.405  -3.200
C  3.674  -0.083  -2.162
H  4.736  -1.587  -1.057
H  2.693  -1.807  0.416
H  0.736  1.537  -2.685
H  2.125  2.473  -4.546
H  4.452  1.747  -4.855
H  5.473  0.058  -3.364
F  1.774  -2.291  -3.353
C  1.354  -3.394  -2.701
F  1.269  -4.383  -3.591
F  2.315  -3.712  -1.822
C  0.006  -3.117  -1.948
O  0.191  -2.535  -0.738
C  -0.711  -4.495  -1.728
F  -1.235  -5.010  -2.842
F  0.139  -5.383  -1.208
F  -1.721  -4.342  -0.846
C  -0.896  -2.259  -2.907
F  -2.198  -2.359  -2.550
F  -0.587  -0.956  -2.803
F  -0.793  -2.590  -4.191

**HOMO energy**: -0.4110 Eh
**Charge**: +1
**Orbital gap**: 7.721 eV

Here are the Mulliken charges for atoms 1 to 6, given in e:
1 Pt 0.941
2 N -0.385
3 C -0.472
4 C -0.707
5 C -0.660
6 N -0.500